8
Properties=species:S:1:pos:R:3:forces:R:3:nbo_charge:R:1 method="wB97M-V/def2-TZVPD" relative_energy_kj_mol=9.6 lumo_energy_ev=4.3 total_charge=-1 gap_ev=9.39 total_energy_ev=-9741.5537
O 0.908 -2.180 -0.384 -0.086 -0.054 -0.229 -0.70
C 0.490 -1.160 0.161 0.007 -0.336 0.653 0.52
N -0.085 -0.118 -0.426 -0.970 0.969 -0.559 -0.71
C -0.466 1.274 0.161 1.204 -1.348 -0.148 0.90
O -0.504 1.309 1.379 -0.261 0.109 0.740 -0.75
O -0.560 2.089 -0.744 -0.548 0.601 -0.489 -0.75
H 0.556 -1.067 1.265 0.036 0.326 -0.290 0.11
H -0.338 -0.147 -1.413 0.619 -0.266 0.322 0.39